(1)
Entry from the OMol25 dataset: C47H66GeO7SSiZn as an isolated structure at a distorted geometry (wB97M-V/def2-TZVPD).

```
! RIJCOSX wB97M-V def2-TZVPD def2/J DEFGRID3
* xyz -2 1
Zn 0.7155 0.5474 -0.3034
C 2.0723 4.6464 4.2963
C 2.8546 4.0474 3.1120
C 4.2115 4.7637 2.9928
O 3.0523 2.6739 3.2895
C 2.0554 1.9679 2.5471
C 1.6239 2.9641 1.4600
O 2.1391 4.2190 1.9138
C 0.0880 2.9619 1.1621
O -0.2950 1.7009 0.8563
C -0.7168 3.4521 2.3740
C -1.4124 2.4936 3.1039
C -2.2254 2.8555 4.1602
C -2.3665 4.1905 4.5008
C -1.6802 5.1529 3.7783
C -0.8549 4.7883 2.7268
C -0.2123 3.9250 0.0013
C 0.4853 5.1016 -0.2455
C 0.1504 5.9043 -1.3233
C -0.8845 5.5464 -2.1698
C -1.5803 4.3716 -1.9328
C -1.2460 3.5685 -0.8585
C 2.6364 0.5668 2.1074
O 2.0482 -0.0028 1.0356
C 4.1236 0.6530 1.7327
C 4.9234 -0.4785 1.8885
C 6.2145 -0.5192 1.3945
C 6.7513 0.5793 0.7459
C 5.9619 1.7001 0.5625
C 4.6651 1.7308 1.0410
C 2.5237 -0.3158 3.3642
C 1.8067 -1.5010 3.2969
C 1.7691 -2.3616 4.3782
C 2.4342 -2.0383 5.5493
C 3.1241 -0.8399 5.6341
C 3.1745 0.0149 4.5477
H 2.6635 4.5579 5.2041
H 1.1366 4.1123 4.4211
H 1.8564 5.6925 4.0967
H 4.8310 4.5224 3.8522
H 4.0445 5.8376 2.9466
H 4.7244 4.4467 2.0892
H 1.1891 1.7727 3.1978
H 2.0816 2.7078 0.4967
H -1.3147 1.4678 2.7830
H -2.7673 2.0968 4.7099
H -3.0210 4.4827 5.3142
H -1.8051 6.2009 4.0273
H -0.3261 5.5491 2.1724
H 1.3061 5.3918 0.3924
H 0.7122 6.8135 -1.5123
H -1.1417 6.1789 -3.0131
H -2.3776 4.0725 -2.6005
H -1.7567 2.6344 -0.6784
H 4.5106 -1.3416 2.3901
H 6.8084 -1.4169 1.5067
H 7.7652 0.5527 0.3655
H 6.3602 2.5584 0.0336
H 4.0697 2.6087 0.8559
H 1.3045 -1.7260 2.3670
H 1.2231 -3.2921 4.3061
H 2.4221 -2.7211 6.3907
H 3.6287 -0.5721 6.5554
H 3.7229 0.9435 4.6030
C -0.7568 -5.1735 -3.5373
C -2.0202 -4.3930 -3.9164
C -3.2510 -5.1866 -3.4680
C -2.0689 -4.1638 -5.4353
O -1.9517 -3.1232 -3.3326
Si -2.5575 -2.4744 -1.9406
S -1.6040 -0.7544 -1.3478
O -4.1761 -2.2237 -2.2627
C -4.7570 -1.0652 -2.8000
C -3.8944 -0.4235 -3.8873
C -4.9728 -0.0358 -1.6881
C -6.1035 -1.4899 -3.4106
O -2.5970 -3.7907 -0.9402
C -2.8400 -3.8648 0.4363
C -3.8823 -2.8395 0.8800
C -3.3542 -5.2944 0.6932
C -1.5364 -3.6192 1.2047
H -0.7373 -6.1493 -4.0258
H -0.7537 -5.2935 -2.4579
H 0.1242 -4.6012 -3.8175
H -3.3163 -6.1341 -4.0063
H -4.1483 -4.5996 -3.6444
H -3.1769 -5.3713 -2.4013
H -2.1275 -5.1085 -5.9760
H -1.1808 -3.6159 -5.7403
H -2.9420 -3.5603 -5.6749
H -2.9835 -0.0482 -3.4321
H -4.4355 0.3952 -4.3601
H -3.6189 -1.1591 -4.6374
H -4.0059 0.1741 -1.2371
H -5.6371 -0.4315 -0.9238
H -5.3927 0.8779 -2.1008
H -5.9338 -2.1688 -4.2447
H -6.6499 -0.6190 -3.7688
H -6.7000 -2.0064 -2.6626
H -4.7621 -2.9125 0.2467
H -3.4614 -1.8449 0.7659
H -4.1621 -3.0042 1.9188
H -4.2868 -5.4473 0.1537
H -3.5241 -5.4692 1.7534
H -2.6250 -6.0156 0.3283
H -1.1492 -2.6423 0.9249
H -0.7939 -4.3740 0.9527
H -1.7134 -3.6394 2.2781
C 1.8799 -2.5088 -1.6461
Ge 1.9127 -1.0049 -2.9330
C 3.7289 -1.0793 -3.8453
C 0.5586 -1.3357 -4.3581
C 1.7203 0.7248 -2.0487
H 0.8476 -2.7924 -1.4643
H 2.3027 -2.1628 -0.7060
H 2.4255 -3.3886 -1.9794
H 3.9190 -2.0445 -4.3085
H 4.5168 -0.8946 -3.1197
H 3.8085 -0.3213 -4.6221
H -0.2890 -1.8501 -3.9193
H 0.9583 -1.9492 -5.1659
H 0.1939 -0.3992 -4.7724
H 1.2344 1.4219 -2.7255
H 2.7186 1.1069 -1.8373
*
```

HOMO energy in eV: -2.43
HOMO-LUMO gap in eV: 6.670
LUMO energy in eV: 4.24



(2)
Entry from the OMol25 dataset: a 2-piece molecular cluster, C5H10O overall at a distorted geometry (wB97M-V/def2-TZVPD).

```
! RIJCOSX wB97M-V def2-TZVPD def2/J DEFGRID3
* xyz 0 1
O -2.0646 0.3206 0.1639
C -0.7411 0.1402 -0.1200
C -0.2442 -1.2679 -0.1270
C 1.2224 -1.1083 0.3011
C 1.4605 0.4090 0.4135
C 0.2875 1.0039 -0.3468
H -2.5136 -0.5262 0.0610
H -2.0877 2.0443 -0.8987
H -0.8671 -1.8819 0.5240
H -0.3382 -1.6723 -1.1532
H 1.9038 -1.4892 -0.4546
H 1.3510 -1.6116 1.2546
H 1.3712 0.7334 1.4682
H 2.4625 0.7163 0.1046
H -1.8220 2.3802 -0.3135
H 0.4199 1.8869 -0.9791
*
```

HOMO energy in eV: -7.83
HOMO-LUMO gap in eV: 8.700
Relative energy (zero: lowest compared OMol25 entry of this formula, charge and spin) in kJ/mol: 314.42
SMILES: OC1=CCCC1.[H][H]
LUMO energy in eV: 0.87



(3)
Entry from the OMol25 dataset: C6H7O6Tl as an isolated structure at a distorted geometry (wB97M-V/def2-TZVPD).

```
! RIJCOSX wB97M-V def2-TZVPD def2/J DEFGRID3
* xyz 1 2
C -2.0935 -0.4397 3.2244
C -1.2414 -0.6833 2.2472
O 0.1107 -0.3533 2.3717
C 0.5426 0.6671 1.6444
O -0.1688 1.3776 0.9611
O 1.8459 0.7613 1.7391
H -1.9108 0.0764 4.1667
H -1.5017 -1.1947 1.3163
H 2.1674 1.4715 1.1654
C -3.9293 -1.1876 2.9424
C -4.3687 -1.2335 1.6075
O -4.1019 -0.0997 0.8533
C -4.4597 -0.0531 -0.4372
O -5.1215 -0.8597 -1.0203
O -3.8887 1.0409 -0.9401
Tl -2.3802 1.6849 0.8307
H -3.9778 -2.1537 3.4534
H -4.3616 -0.3579 3.5191
H -4.6173 -2.1290 1.0415
H -4.1306 1.1610 -1.8689
*
```

HOMO energy (alpha / beta) in eV: -11.94 / -13.37
Expectation value of S²: 0.77
HOMO-LUMO gap (alpha / beta) in eV: 8.464 / 8.991
Relative energy (zero: lowest compared OMol25 entry of this formula, charge and spin) in kJ/mol: 0.00
LUMO energy (alpha / beta) in eV: -3.47 / -4.38



(4)
Entry from the OMol25 dataset: a 8-piece molecular cluster, C32H64O16S3 overall at a distorted geometry (wB97M-V/def2-TZVPD).

```
! RIJCOSX wB97M-V def2-TZVPD def2/J DEFGRID3
* xyz 0 1
O 1.1186 -5.3925 0.1949
C 0.6678 -4.8540 -0.8422
O -0.5650 -4.3491 -1.0094
C -1.4052 -4.1994 0.1411
C -2.8215 -3.6806 -0.1854
C 1.5725 -4.7428 -2.0215
H -0.8410 -3.4395 0.6817
H -1.4590 -5.1286 0.7083
H -2.7381 -2.6159 -0.4036
H -3.4612 -3.6401 0.6961
H -3.3099 -4.2474 -0.9780
H 2.3736 -4.0096 -1.9280
H 0.9375 -4.5036 -2.8745
H 2.0837 -5.6940 -2.1701
O -6.0625 -0.1472 2.3940
C -6.1799 -1.2780 1.9331
O -6.6674 -1.6223 0.6949
C -7.2428 -0.6869 -0.1685
C -6.2325 0.1972 -0.8495
C -5.6476 -2.4654 2.6049
H -7.9978 -0.1125 0.3684
H -7.8041 -1.2496 -0.9145
H -5.6331 0.6506 -0.0600
H -6.7036 1.0314 -1.3694
H -5.5628 -0.3460 -1.5162
H -4.6283 -2.1057 2.7455
H -5.6289 -3.2927 1.8954
H -6.1649 -2.6958 3.5362
O -1.4849 -0.6297 1.7307
C -1.3248 -0.1107 0.6124
O -0.2534 -0.1157 -0.1757
C 0.9058 -0.9105 0.1547
C 2.0004 0.0489 0.5775
C -2.5035 0.6095 -0.0119
H 1.2239 -1.4264 -0.7513
H 0.7278 -1.6876 0.8980
H 2.3102 0.7290 -0.2160
H 2.8734 -0.4010 1.0503
H 1.6093 0.6239 1.4169
H -2.1058 1.3822 -0.6697
H -3.0051 1.0946 0.8254
H -3.0918 -0.0838 -0.6130
O -2.5047 -1.1055 -3.7619
C -1.9019 -0.1002 -4.1439
O -2.3321 1.0724 -4.7232
C -3.7859 1.3036 -4.8403
C -4.1414 1.9687 -3.5153
C -0.3476 -0.0973 -4.0034
H -4.2956 0.3568 -5.0186
H -3.9478 2.0432 -5.6245
H -5.2279 2.0560 -3.5113
H -3.7701 2.9934 -3.4988
H -3.8714 1.4685 -2.5853
H -0.0177 -1.0269 -3.5395
H -0.0891 0.7593 -3.3809
H 0.0691 0.0272 -5.0029
O -2.3594 3.8097 0.0723
C -3.4010 4.4875 0.1815
O -4.4300 4.3813 1.0263
C -4.4436 3.3947 2.0660
C -4.6488 4.1394 3.3498
C -3.8288 5.4301 -0.9681
H -3.4902 2.8780 2.1762
H -5.1867 2.6066 1.9449
H -5.6207 4.6312 3.3896
H -3.9378 4.9443 3.5361
H -4.5504 3.3846 4.1300
H -4.5248 6.2455 -0.7713
H -4.3352 4.7353 -1.6381
H -2.9262 5.8771 -1.3847
C 2.9675 2.9816 -4.3494
C 3.2993 1.9171 -3.3105
C 4.7833 1.6573 -3.0179
S 5.4907 3.3700 -3.3145
O 6.7668 3.2032 -3.9679
O 5.2739 4.2223 -2.1657
C 4.2266 3.8609 -4.6278
H 2.1105 3.5902 -4.0609
H 2.6595 2.4908 -5.2726
H 2.6464 1.0625 -3.4882
H 2.9677 2.2902 -2.3415
H 5.1235 1.0075 -3.8242
H 5.1756 1.3085 -2.0627
H 4.6563 3.4346 -5.5343
H 4.1162 4.9439 -4.6831
C 8.3841 -0.5380 0.8020
C 7.1602 -1.4247 0.5550
C 5.9506 -0.8946 1.4121
S 6.1681 0.9194 1.5029
O 6.1865 1.3598 2.8496
O 5.3074 1.5352 0.4882
C 7.8733 0.8534 0.6558
H 9.2726 -0.6857 0.1882
H 8.7711 -0.6621 1.8134
H 7.4270 -2.4493 0.8139
H 6.6796 -1.5156 -0.4191
H 6.0500 -1.2842 2.4253
H 4.9883 -1.1932 0.9963
H 8.5060 1.6982 0.9283
H 7.6003 0.8511 -0.3995
C 0.3717 -2.3703 5.6136
C 1.2179 -1.1511 5.4526
C 2.6729 -1.5730 5.2150
S 2.5837 -3.1151 4.1839
O 3.5336 -4.1603 4.5810
O 2.7038 -2.5339 2.8140
C 0.8364 -3.4734 4.5686
H -0.6755 -2.1680 5.3891
H 0.4261 -2.7321 6.6404
H 1.2448 -0.4661 6.3000
H 0.8274 -0.4279 4.7367
H 3.0282 -1.9479 6.1748
H 3.4337 -0.8770 4.8614
H 0.9196 -4.4110 5.1182
H 0.2568 -3.6708 3.6668
*
```

HOMO energy in eV: -9.91
HOMO-LUMO gap in eV: 10.337
Relative energy (zero: lowest compared OMol25 entry of this formula, charge and spin) in kJ/mol: 208.91
SMILES: O=S1(=O)CCCC1.O=S1(=O)CCCC1.O=S1(=O)CCCC1.CCOC(C)=O.CCOC(C)=O.CCOC(C)=O.CCOC(C)=O.CCOC(C)=O
LUMO energy in eV: 0.43



(5)
Entry from the OMol25 dataset: a 3-piece molecular cluster, C46H38IN4O6P overall at a distorted geometry (wB97M-V/def2-TZVPD).

```
! RIJCOSX wB97M-V def2-TZVPD def2/J DEFGRID3
* xyz 0 1
C 2.7191 0.6082 -5.9767
C 1.9661 1.3322 -5.0953
C 1.3750 2.7495 -5.4147
O 2.0500 3.4928 -6.0830
O 0.1085 3.0348 -4.9447
C -0.1562 4.4510 -4.8880
C 0.6142 5.2173 -3.7529
C 0.0716 4.8786 -2.2805
C 0.6121 3.4383 -1.9071
C 0.9006 3.2013 -0.3696
C 1.7619 4.3256 0.3417
C 3.0421 3.8110 1.1218
C 2.7404 2.5285 1.9746
N 2.1740 1.6890 2.5104
P 3.4344 5.1453 2.4420
N 4.1962 4.5323 3.7085
C 4.3125 3.4626 0.1886
I 4.2918 1.2990 -0.1865
C 5.6442 3.7146 0.9842
N 6.6570 3.9457 1.4655
C 4.4225 4.3132 -1.1177
C 4.8406 5.7303 -0.9754
C 4.9312 6.5418 -2.2127
C 4.6316 5.8543 -3.4732
N 4.2597 4.5526 -3.6423
C 4.1501 3.8442 -2.4804
H 3.5347 -0.0278 -5.5390
H 2.4928 0.6038 -7.0722
H 1.7920 0.8860 -4.0814
H -1.2620 4.5591 -4.6776
H 0.0130 4.9273 -5.8961
H 1.6853 4.8495 -3.7752
H 0.6725 6.3264 -3.9411
H 0.3107 5.6828 -1.5391
H -1.0548 4.8442 -2.3995
H -0.2078 2.7085 -2.1880
H 1.5110 3.1276 -2.5010
H 1.3265 2.1632 -0.2722
H -0.1093 3.1558 0.1402
H 1.9955 5.1830 -0.3582
H 1.0872 4.7836 1.1288
H 2.1724 5.6286 2.9358
H 4.1695 6.2106 1.8516
H 5.0794 5.0621 3.7665
H 5.0977 6.2211 -0.0109
H 5.2204 7.6109 -2.1059
H 4.7086 6.4760 -4.4080
H 3.8120 2.7751 -2.5778
C -0.6929 -1.7055 2.5596
C -0.2790 -0.7146 1.6740
C -1.2109 0.1336 1.0942
C -2.5626 -0.0116 1.3872
C -2.9814 -1.0206 2.2564
C -2.0412 -1.8597 2.8504
C -4.4231 -1.2196 2.5402
O -4.7884 -2.0971 3.3009
C -5.4128 -0.3369 1.8743
C -6.7730 -0.5471 2.0852
C -7.7059 0.2812 1.4775
C -7.2838 1.3290 0.6636
C -5.9297 1.5390 0.4461
C -4.9910 0.7014 1.0426
C -3.5469 0.9131 0.7747
O -3.1767 1.8267 0.0599
H 0.0373 -2.3616 3.0192
H 0.7726 -0.6020 1.4375
H -0.8822 0.9066 0.4094
H -2.3597 -2.6361 3.5364
H -7.1072 -1.3592 2.7203
H -8.7645 0.1125 1.6391
H -8.0133 1.9798 0.1952
H -5.6061 2.3529 -0.1920
C -3.5790 -5.9438 3.8657
C -3.6742 -5.2822 2.6442
C -2.8866 -5.6820 1.5737
C -1.9914 -6.7379 1.7236
C -1.8791 -7.3852 2.9554
C -2.6836 -6.9923 4.0221
C -0.8951 -8.4796 3.1451
O -0.7990 -9.0467 4.2167
C -0.0241 -8.8644 2.0068
C 0.9435 -9.8499 2.1843
C 1.7541 -10.2262 1.1228
C 1.5957 -9.6261 -0.1236
C 0.6368 -8.6399 -0.3039
C -0.1691 -8.2494 0.7625
C -1.1672 -7.1687 0.5676
O -1.3034 -6.6409 -0.5201
H -4.2013 -5.6361 4.6983
H -4.3651 -4.4549 2.5279
H -2.9676 -5.1673 0.6233
H -2.6093 -7.5005 4.9763
H 1.0690 -10.3226 3.1515
H 2.5101 -10.9901 1.2648
H 2.2247 -9.9260 -0.9540
H 0.5203 -8.1723 -1.2746
*
```

HOMO energy in eV: -8.99
HOMO-LUMO gap in eV: 7.911
Relative energy (zero: lowest compared OMol25 entry of this formula, charge and spin) in kJ/mol: 0.00
SMILES: C=CC(=O)OCCCCCC[C@](C#N)([PH2]=N)[C@](I)(C#N)c1cccnc1.O=C1c2ccccc2C(=O)c2ccccc21.O=C1c2ccccc2C(=O)c2ccccc21
LUMO energy in eV: -1.07



(6)
Entry from the OMol25 dataset: one molecule with the formula C19H24N6O2 at a distorted geometry (wB97M-V/def2-TZVPD).

```
! RIJCOSX wB97M-V def2-TZVPD def2/J DEFGRID3
* xyz 0 1
C -6.7602 -1.3769 0.8229
C -5.5033 -2.2264 0.7049
H -5.7490 -3.2854 0.6074
H -4.8558 -2.0709 1.5734
O -4.7670 -1.9093 -0.4814
C -3.9433 -0.8686 -0.4241
O -3.7782 -0.1629 0.5339
C -3.2065 -0.6916 -1.7526
N -2.3540 0.4643 -1.7356
C -1.2449 0.4856 -0.9643
N -0.6727 1.6588 -0.7285
C 0.4493 1.7401 -0.0100
N 1.1053 0.7354 0.5427
C 0.5471 -0.4490 0.3019
N 0.9239 -1.6851 0.7013
N 0.0577 -2.5855 0.2184
N -0.8571 -2.0129 -0.4547
C -0.6239 -0.6724 -0.4508
C 2.0873 -2.0640 1.4600
C 3.3132 -2.0298 0.5811
C 3.9383 -0.8175 0.3182
C 5.0382 -0.7707 -0.5196
C 5.5206 -1.9324 -1.0992
C 4.8959 -3.1412 -0.8447
C 3.7925 -3.1901 -0.0101
H 3.2998 -4.1321 0.1823
H 5.2662 -4.0485 -1.2989
H 6.3808 -1.8952 -1.7514
H 5.5209 0.1745 -0.7206
H 3.5474 0.0858 0.7621
H 2.1928 -1.3579 2.2886
H 1.9047 -3.0708 1.8412
C 0.9852 3.1368 0.2011
C 1.0972 3.8323 -1.1589
H 1.8140 3.3137 -1.7920
H 0.1317 3.8300 -1.6561
H 1.4286 4.8597 -1.0263
C -0.0223 3.8869 1.0812
H 0.3002 4.9158 1.2252
H -0.1057 3.4078 2.0542
H -1.0008 3.8838 0.6087
C 2.3506 3.1006 0.8840
H 2.2833 2.5886 1.8397
H 2.7077 4.1144 1.0508
H 3.0701 2.5740 0.2623
H -2.7822 1.3701 -1.8667
H -3.9298 -0.6141 -2.5658
H -2.5951 -1.5880 -1.8992
H -7.3282 -1.6871 1.6950
H -7.3785 -1.4938 -0.0639
H -6.4920 -0.3290 0.9330
*
```

HOMO energy in eV: -8.72
HOMO-LUMO gap in eV: 9.493
Relative energy (zero: lowest compared OMol25 entry of this formula, charge and spin) in kJ/mol: 82.25
SMILES: CCOC(=O)CNc1nc(C(C)(C)C)nc2c1nnn2Cc1ccccc1
LUMO energy in eV: 0.78



(7)
Entry from the OMol25 dataset: one molecule with the formula C5H11PSi2 at a distorted geometry (wB97M-V/def2-TZVPD).

```
! RIJCOSX wB97M-V def2-TZVPD def2/J DEFGRID3
* xyz 0 1
C 2.2594 -0.6222 -0.5742
C 1.1969 -1.3865 -0.8169
C 2.5702 0.3111 0.5476
C 1.7600 0.7347 1.4510
C -0.1013 -1.3082 -0.4627
Si -3.2243 -0.5725 0.2013
Si -0.5160 1.8192 -0.3342
P -0.9957 -0.1936 0.5776
H 3.0821 -0.8673 -1.1662
H 1.5093 -2.3230 -1.2779
H 3.5918 0.4501 0.8278
H 1.5741 1.1162 2.4190
H -0.6542 -2.3114 -0.4564
H -3.5263 0.6967 0.8568
H -3.8654 -1.8591 0.7817
H -3.7931 -0.9709 -1.2204
H 0.4282 1.6216 -1.4354
H 0.3905 2.7551 0.4742
H -1.6862 2.9099 -0.3926
*
```

HOMO energy (alpha / beta) in eV: -7.89 / -6.99
HOMO-LUMO gap (alpha / beta) in eV: 6.951 / 6.675
Relative energy (zero: lowest compared OMol25 entry of this formula, charge and spin) in kJ/mol: 337.21
LUMO energy (alpha / beta) in eV: -0.94 / -0.32



no.,total energy (a.u.)
1,-6901.4448
2,-271.6329
3,-856.4211
4,-3655.9967
5,-3085.0439
6,-1217.4678
7,-1117.1816